The following is a quantum chemistry calculation of the molecule C2H4ClNOS at a distorted geometry, from the OMol25 dataset.

```
10
Properties=species:S:1:pos:R:3:forces:R:3
Cl -2.07249 0.68574 -0.10205 -0.886 -0.415 -0.154
C -0.43401 0.26834 0.29300 1.652 0.849 1.904
C 0.31246 -0.52611 -0.77864 -0.943 -0.037 1.562
O 1.28687 -1.29309 -0.17117 0.975 -0.595 1.354
S 0.53388 -2.07259 1.10548 0.482 0.621 -0.337
N -0.25503 -0.58954 1.69730 0.482 0.741 -2.554
H 0.04487 1.32804 0.30828 -0.407 -2.128 1.073
H -0.32503 -1.18325 -1.25270 -1.902 -1.310 -1.228
H 0.73197 0.10234 -1.48334 1.111 1.383 -1.338
H -1.12908 -1.03090 1.98544 -0.564 0.891 -0.282
```
Forces are in eV/Å.

Output
ΔE to the lowest compared entry with this formula, charge and spin   51.9 kcal/mol
Kohn-Sham gap   8.94 eV
SMILES string   Cl[C@@H]1COSN1
E   -1066.89783 hartree